1.
Here is C4H3N3O in the gas phase at a distorted geometry from the OMol25 dataset. Energies are from the ωB97M-V functional and the def2-TZVPD basis.

```
! wB97M-V def2-TZVPD RIJCOSX def2/J DEFGRID3
* xyz 0 1
C -1.63535 -0.31759 -0.52024
C 0.68420 0.09432 0.45113
C 1.55357 -0.95531 -0.21130
C 0.95029 1.41241 -0.09505
H -1.21178 -0.44747 -1.55988
H -1.25974 0.09672 1.31801
H 1.06703 0.09235 1.52597
N -0.71984 -0.34810 0.49725
N 2.22451 -1.91370 -0.52150
N 1.21273 2.46292 -0.52532
O -2.86564 -0.17658 -0.35908
*
```

Calculated values
E_tot, Ha: -393.670731
Frontier orbital gap, eV: 10.95
Energy relative to the best compared isomer or geometry (same formula, charge and spin), eV: 1.325

2.
Here is C5H7O4S2 as an isolated structure at a distorted geometry from the OMol25 dataset. Energies are from the ωB97M-V functional and the def2-TZVPD basis.

```
! wB97M-V def2-TZVPD RIJCOSX def2/J DEFGRID3
* xyz -1 1
C -3.74074 1.89097 -0.07428
C 2.23811 1.05920 -1.14164
C -2.56948 1.79002 0.14716
C 1.82501 -0.04994 -0.59628
C 0.61106 -1.71318 1.28343
O -0.71541 -1.26045 -1.20147
O -1.24603 -3.28225 0.25103
O 0.13036 0.70293 1.01221
O 2.33213 0.16113 2.06981
S -0.87593 -1.82028 0.39245
S 1.30693 -0.17949 1.10748
H -4.82312 1.89314 -0.18944
H -1.27353 -0.51216 -1.19527
H 2.81680 1.06489 -2.05065
H 2.03323 2.01053 -0.62269
H -1.48491 1.62650 0.19968
H 2.11481 -0.94622 -1.02235
H 1.32070 -2.43536 1.63082
*
```

Calculated values
E_tot, Ha: -1291.914966
Frontier orbital gap, eV: 7.67
Energy relative to the best compared isomer or geometry (same formula, charge and spin), eV: 0.000

3.
Here is a 4-piece molecular cluster, C34H70BrIN9O9S overall at a distorted geometry from the OMol25 dataset. Energies are from the ωB97M-V functional and the def2-TZVPD basis.

```
! wB97M-V def2-TZVPD RIJCOSX def2/J DEFGRID3
* xyz 1 1
C 3.73393 -2.90224 5.85681
C 5.08936 -2.34373 5.28898
O 5.05410 -2.05335 3.87760
C 4.85554 -3.21175 3.10048
C 3.66221 -3.20492 2.10302
N 2.26203 -3.11079 2.52833
C 1.65820 -1.83492 2.98348
N 2.55050 -0.72742 3.27130
C 1.63265 -3.41652 1.23074
N 0.68342 -4.28816 1.05400
C 0.19210 -4.60638 -0.30284
C -1.29362 -4.24315 -0.67959
C -2.17546 -3.47889 0.36602
Br -3.64377 -4.67603 0.95080
C 0.11038 -5.08025 2.18752
C -0.41536 -4.22254 3.38147
S -1.95814 -4.86760 4.15942
C -2.57150 -3.39689 5.01207
N -2.92556 -3.22425 6.28179
N -3.26116 -1.90627 6.34338
C -3.12122 -1.30768 5.17124
O -2.66863 -2.25759 4.27539
N 2.34585 -2.62217 0.32677
C 1.73933 -1.78733 -0.71723
C 0.25192 -1.32687 -0.54185
C 0.12049 0.23905 -0.77083
C 0.48863 1.06706 0.50660
O 1.45355 2.12281 0.22895
C 0.79196 3.35146 0.44332
C -0.00768 3.90302 -0.78305
O 0.82670 3.88147 1.50645
C 3.74050 -2.35231 0.75432
O 4.16823 -1.01421 0.82856
C 4.89652 -3.04229 -0.12163
C 4.57312 -3.05353 -1.65036
O 4.18680 -4.04381 -2.17429
I 4.79612 -1.20880 -2.78230
H 3.05510 -3.33929 5.08758
H 3.16946 -2.17681 6.48633
H 3.99928 -3.75121 6.54373
H 5.92264 -3.06237 5.49955
H 5.32328 -1.40089 5.83003
H 5.78836 -3.35345 2.48129
H 4.77849 -4.15696 3.70349
H 3.70240 -4.25546 1.68930
H 1.07719 -2.04560 3.92055
H 0.88520 -1.47857 2.24635
H 2.60941 -0.03449 2.52716
H 2.26586 -0.22661 4.11369
H 0.85572 -4.22309 -1.11731
H 0.27989 -5.72303 -0.39505
H -1.29820 -3.66006 -1.63573
H -1.83411 -5.18979 -0.93199
H -1.63730 -2.99764 1.20787
H -2.69357 -2.64910 -0.17736
H -0.72482 -5.71860 1.80013
H 0.90664 -5.80257 2.50045
H -0.58210 -3.14866 3.14774
H 0.37280 -4.25609 4.17889
H -3.28273 -0.24950 4.89825
H 2.34961 -0.86740 -0.91079
H 1.78780 -2.35469 -1.68996
H -0.35309 -1.78270 -1.36666
H -0.24845 -1.60776 0.41091
H -0.94816 0.46182 -1.01810
H 0.78518 0.49313 -1.63264
H 0.91976 0.39081 1.28252
H -0.39134 1.57349 0.98139
H -0.15309 4.99913 -0.69594
H -0.96033 3.32169 -0.81112
H 0.56528 3.61200 -1.69623
H 4.61003 -0.84866 1.68552
H 5.15242 -4.06804 0.22566
H 5.79139 -2.38099 -0.00106
C 1.17081 2.31621 -7.01578
C 1.04065 1.30041 -5.88435
C -0.12089 1.59720 -4.91935
O 0.13037 2.65182 -4.00360
C -0.06154 3.95427 -4.54135
N 2.32531 1.20897 -5.17904
H 1.62364 3.25240 -6.68752
H 1.80496 1.91806 -7.80989
H 0.19543 2.54455 -7.45218
H 0.83981 0.32837 -6.34659
H -0.28168 0.70625 -4.30220
H -1.05824 1.77239 -5.46151
H -0.88021 3.98357 -5.26511
H 0.86088 4.31460 -4.99759
H -0.30338 4.62723 -3.71789
H 2.26884 0.45664 -4.49525
H 2.41752 2.04766 -4.60769
C -9.22208 -2.50347 5.25854
C -7.76759 -2.57575 4.80282
C -6.82073 -1.66858 5.60794
O -6.90020 -0.29044 5.27353
C -7.97714 0.40536 5.88007
N -7.70649 -2.28493 3.36461
H -9.72397 -1.59915 4.91371
H -9.78530 -3.34994 4.86141
H -9.29384 -2.53832 6.34828
H -7.43488 -3.60808 4.95327
H -5.79452 -1.96535 5.37540
H -6.94738 -1.81251 6.68782
H -8.19268 0.03158 6.88458
H -8.86934 0.34448 5.25367
H -7.69863 1.45726 5.95378
H -6.75400 -2.43783 3.04038
H -7.84111 -1.28153 3.25249
C 2.23492 9.16016 -7.82431
C 2.83560 8.06964 -6.94189
C 2.00978 6.77148 -6.91487
O 0.83837 6.83392 -6.11294
C -0.27300 7.45275 -6.74002
N 3.04174 8.61122 -5.59348
H 1.38607 9.65787 -7.35477
H 2.97927 9.93074 -8.03204
H 1.90307 8.75165 -8.78211
H 3.81666 7.82222 -7.35993
H 2.62966 5.98922 -6.46466
H 1.76534 6.42903 -7.92838
H -0.30466 7.24851 -7.81376
H -0.25991 8.52926 -6.55933
H -1.18088 7.05494 -6.28381
H 3.53925 7.92085 -5.03580
H 2.12837 8.66889 -5.14660
*
```

Calculated values
E_tot, Ha: -5776.891939
Frontier orbital gap, eV: 7.44

4.
Here is an isolated ion of composition C3H9N2OS and charge -1 at a distorted geometry from the OMol25 dataset. Energies are from the ωB97M-V functional and the def2-TZVPD basis.

```
! wB97M-V def2-TZVPD RIJCOSX def2/J DEFGRID3
* xyz -1 1
C 1.01079 0.37614 1.54303
C 1.59029 1.61376 -0.49024
C -2.37551 -1.08730 -0.78359
N 0.61363 0.90044 0.28779
N -1.02592 -1.61895 -0.60202
O -0.82145 -2.58109 0.29534
S 0.17762 -0.67034 -1.08866
H 0.16059 0.16271 2.20578
H 1.51543 -0.66408 1.51861
H 1.67727 1.06305 2.14232
H 1.27500 1.82099 -1.45799
H 1.91477 2.51112 0.00545
H 2.43882 0.99628 -0.87993
H -2.94083 -1.86465 -1.24690
H -2.92797 -0.71357 0.11657
H -2.28255 -0.24452 -1.56556
*
```

Calculated values
E_tot, Ha: -702.514234
Frontier orbital gap (alpha / beta), eV: 6.04 / 6.04
Energy relative to the best compared isomer or geometry (same formula, charge and spin), eV: 6.211

5.
Here is C4H4ClN3O2 in the gas phase at a distorted geometry from the OMol25 dataset. Energies are from the ωB97M-V functional and the def2-TZVPD basis.

```
! wB97M-V def2-TZVPD RIJCOSX def2/J DEFGRID3
* xyz 0 1
C 0.68182 -0.21092 -0.19803
C -2.54592 -0.59683 0.25246
C 0.82239 1.28722 -0.52388
C 1.94434 -0.77166 0.27737
N -0.33743 -0.85278 -0.38770
N -1.52531 -1.16107 -0.56006
N 0.01102 2.11168 -0.21167
O -1.13495 2.10116 0.13908
O -2.39746 0.18801 1.17681
Cl -4.02171 -1.13148 -0.42773
H 1.82016 1.64159 -0.70938
H 2.12199 -0.42980 1.26498
H 2.73773 -0.39401 -0.40716
H 1.82333 -1.78112 0.31491
*
```

Calculated values
E_tot, Ha: -929.556353
Frontier orbital gap (alpha / beta), eV: 7.60 / 8.80
Energy relative to the best compared isomer or geometry (same formula, charge and spin), eV: 5.551

6.
Here is C3H11N3 in the gas phase at a distorted geometry from the OMol25 dataset. Energies are from the ωB97M-V functional and the def2-TZVPD basis.

```
! wB97M-V def2-TZVPD RIJCOSX def2/J DEFGRID3
* xyz 0 1
C -0.14673 0.17391 0.97455
N 0.41916 0.11002 -0.47082
C 1.83730 -0.39392 -0.38319
N 2.52005 -0.49499 -1.71707
C -1.52648 0.75117 0.79927
N -2.43770 -0.28826 0.12426
H -0.12927 -0.93536 1.46930
H 0.49802 0.84040 1.50532
H -0.43860 0.12936 -1.04848
H 2.40662 0.40672 0.15830
H 1.93162 -1.20086 0.31758
H 2.76656 0.22118 -2.48688
H 1.80567 -1.03881 -2.16998
H -1.58119 1.68766 0.31049
H -2.07549 0.95350 1.76148
H -2.47871 -1.04091 0.86957
H -3.37083 0.11917 -0.01371
*
```

Calculated values
E_tot, Ha: -285.067442
Frontier orbital gap, eV: 9.22
Energy relative to the best compared isomer or geometry (same formula, charge and spin), eV: 3.004

7.
Here is a 2-piece molecular cluster, C2H4OS overall at a distorted geometry from the OMol25 dataset. Energies are from the ωB97M-V functional and the def2-TZVPD basis.

```
! wB97M-V def2-TZVPD RIJCOSX def2/J DEFGRID3
* xyz 0 1
C 1.52772 -0.57355 -0.83515
C -1.06922 0.27775 0.06258
O 1.37459 -1.01913 -1.90578
S -0.56530 1.09120 1.49330
H 2.34888 -0.76519 -0.15346
H -1.23707 0.95017 -0.84571
H -0.82852 -0.75632 -0.06410
H -1.55108 0.79507 2.24833
*
```

Calculated values
E_tot, Ha: -551.869515
Frontier orbital gap (alpha / beta), eV: 8.68 / 8.21
Energy relative to the best compared isomer or geometry (same formula, charge and spin), eV: 4.331